C30H33F3N8O5RhS | ωB97M-V with the def2-TZVPD basis set

Atoms and positions in Å:
Rh1 -1.59 0.03 -0.62
C1 5.05 1.33 4.24
O1 4.12 0.74 3.34
C2 4.62 -0.03 2.33
C3 5.95 -0.32 2.14
C4 6.35 -1.10 1.06
C5 5.40 -1.58 0.18
C6 4.05 -1.29 0.37
C7 3.65 -0.54 1.46
N1 2.31 -0.18 1.76
C8 1.20 -0.42 1.00
N2 1.08 -1.78 0.67
C9 0.37 -2.44 -0.26
C10 -0.66 -1.85 -1.06
C11 -1.10 -2.65 -2.10
C12 -0.65 -3.96 -2.29
C13 0.27 -4.58 -1.44
C14 0.78 -3.83 -0.41
O2 1.71 -4.23 0.46
C15 2.11 -5.61 0.45
N3 0.29 0.42 0.73
C16 0.57 1.80 1.03
C17 -0.25 2.50 1.89
C18 -0.04 3.85 2.13
C19 1.01 4.50 1.48
C20 1.84 3.80 0.61
C21 1.62 2.45 0.38
O3 2.38 1.68 -0.45
C22 3.34 2.34 -1.27
H1 4.47 1.91 4.95
H2 5.74 1.98 3.71
H3 5.61 0.56 4.77
H4 6.70 0.07 2.82
H5 7.40 -1.32 0.91
H6 5.70 -2.17 -0.68
H7 3.34 -1.63 -0.37
H8 2.25 0.66 2.33
H9 1.75 -2.37 1.15
H10 -1.83 -2.26 -2.79
H11 -1.03 -4.54 -3.13
H12 0.59 -5.59 -1.60
H13 2.73 -5.75 1.33
H14 2.70 -5.82 -0.44
H15 1.24 -6.26 0.49
H16 -1.06 1.97 2.38
H17 -0.68 4.39 2.81
H18 1.18 5.55 1.65
H19 2.64 4.32 0.10
H20 3.71 1.58 -1.95
H21 4.16 2.73 -0.67
H22 2.87 3.13 -1.85
C23 -5.89 3.63 -0.22
C24 -5.39 2.57 0.68
N4 -5.96 2.13 1.75
N5 -5.12 1.14 2.21
C25 -4.05 0.95 1.44
S1 -2.77 -0.13 1.68
N6 -4.22 1.86 0.45
N7 -3.30 2.01 -0.57
H23 -6.73 4.12 0.26
H24 -6.22 3.21 -1.17
H25 -5.11 4.37 -0.42
H26 -5.33 0.65 3.06
H27 -3.76 2.05 -1.47
H28 -2.67 2.79 -0.43
F1 0.71 1.25 -4.50
C26 0.30 0.90 -3.28
F2 1.23 0.10 -2.74
F3 -0.82 0.14 -3.44
C27 0.03 2.13 -2.38
O4 0.66 3.14 -2.64
O5 -0.82 1.94 -1.44
C28 -6.66 -2.42 -2.38
C29 -5.16 -2.73 -2.44
C30 -4.34 -1.64 -1.88
N8 -3.71 -0.79 -1.44
H29 -7.21 -3.22 -2.86
H30 -6.88 -1.48 -2.89
H31 -6.99 -2.34 -1.34
H32 -4.83 -2.88 -3.47
H33 -4.92 -3.64 -1.89

Values from the calculation:
⟨S²⟩: 6.03
Maximum force in eV Å⁻¹: 0.51
Energy relative to the best compared isomer or geometry (same formula, charge and spin) in eV: 0.000
DFT total energy in Eh: -2785.296280
Multiplicity: 5
E_HOMO (spin up / spin down) in eV: -9.9 / -10.1
Charge: +1